Entry 1:
ORCA calculation (wB97M-V/def2-TZVPD) on C3H6FNO in the gas phase at a distorted geometry.

E_HOMO: -9.87 eV
Spin multiplicity: 1
SMILES: C/C(CF)=N\O

Last column: Löwdin charge in e.
Element x y z (Å)
C (-0.195, 1.446, 0.091)  -0.02
C (-0.068, -0.065, 0.163)  -0.35
C (1.251, -0.776, 0.171)  -0.16
F (2.223, 0.101, -0.253)  -0.07
N (-1.045, -0.804, 0.011)  0.00
O (-2.224, -0.117, -0.127)  -0.07
H (-0.980, 1.738, 0.835)  0.09
H (-0.577, 1.816, -0.887)  0.10
H (0.756, 1.964, 0.266)  0.07
H (1.602, -0.994, 1.213)  0.13
H (1.273, -1.656, -0.546)  0.14
H (-2.909, -0.845, -0.214)  0.13

Atoms 1-3, force components in eV/Å:
-0.37 0.43 0.50
1.36 1.97 -0.99
0.89 -0.57 0.69

=====

Entry 2:
ORCA calculation (wB97M-V/def2-TZVPD) on a molecular structure, C20H22AgF5N4OS2 at a distorted geometry.

E_HOMO: -7.39 eV
Spin multiplicity: 1

Last column: Löwdin charge in e.
Element x y z (Å)
Ag (0.122, -0.539, -1.484)  0.57
F (0.948, 5.895, 0.996)  0.12
C (0.949, 4.851, 0.159)  -0.14
C (0.136, 3.761, 0.389)  -0.16
F (-0.663, 3.746, 1.466)  0.11
C (0.149, 2.691, -0.488)  -0.29
F (-0.680, 1.667, -0.170)  0.01
C (0.958, 2.633, -1.614)  -0.58
S (1.024, 1.287, -2.758)  0.54
C (1.762, 3.755, -1.806)  -0.25
F (2.588, 3.808, -2.861)  0.07
C (1.768, 4.843, -0.953)  -0.14
F (2.568, 5.888, -1.194)  0.12
C (1.419, -1.604, 1.634)  -0.20
N (1.593, -0.588, 0.586)  -0.13
C (2.857, -0.878, -0.128)  -0.19
N (4.006, -0.882, 0.776)  -0.08
C (3.767, -1.884, 1.819)  -0.17
N (2.537, -1.623, 2.578)  -0.08
C (2.651, -0.283, 3.170)  -0.17
N (2.859, 0.763, 2.163)  -0.08
C (1.734, 0.730, 1.231)  -0.18
C (4.080, 0.437, 1.417)  -0.16
H (1.334, -2.583, 1.153)  0.11
H (0.495, -1.394, 2.176)  0.12
H (2.994, -0.121, -0.902)  0.10
H (2.765, -1.854, -0.610)  0.12
H (4.613, -1.885, 2.509)  0.12
H (3.695, -2.868, 1.354)  0.12
H (3.492, -0.277, 3.865)  0.12
H (1.738, -0.063, 3.727)  0.12
H (1.886, 1.478, 0.452)  0.11
H (0.809, 0.962, 1.763)  0.13
H (4.927, 0.449, 2.104)  0.12
H (4.240, 1.195, 0.649)  0.13
C (-5.877, 0.649, -2.171)  -0.04
C (-4.774, -0.238, -1.658)  -0.26
C (-3.886, -0.846, -2.539)  -0.02
C (-2.859, -1.656, -2.078)  -0.09
C (-2.723, -1.846, -0.711)  -0.44
C (-3.585, -1.241, 0.196)  -0.07
C (-4.612, -0.449, -0.288)  -0.03
S (-1.388, -2.839, -0.118)  0.91
C (-2.090, -4.458, -0.236)  -0.23
O (-0.317, -2.806, -1.209)  -0.60
H (-5.872, 0.700, -3.258)  0.08
H (-5.769, 1.664, -1.787)  0.09
H (-6.855, 0.283, -1.854)  0.08
H (-3.991, -0.674, -3.603)  0.12
H (-2.154, -2.114, -2.762)  0.11
H (-3.447, -1.365, 1.263)  0.11
H (-5.288, 0.036, 0.407)  0.12
H (-2.600, -4.561, -1.194)  0.07
H (-2.779, -4.598, 0.596)  0.06
H (-1.257, -5.154, -0.161)  0.06

Atoms 1-3, force components in eV/Å:
0.27 -0.07 -0.12
-0.02 -0.11 -0.08
0.02 0.16 0.15

=====

Entry 3:
ORCA calculation (wB97M-V/def2-TZVPD) on C22H28N2O3S in the gas phase.

E_HOMO: -9.20 eV
Spin multiplicity: 1
SMILES: Cc1ccc(S(=O)(=O)NCc2ccccc2)cc1C(=O)N[C@H]1CC[C@@H](C)CC1

Last column: Löwdin charge in e.
Element x y z (Å)
C (-0.068, -3.597, 2.757)  -0.03
C (0.555, -3.051, 1.513)  -0.19
C (1.603, -3.729, 0.896)  -0.01
C (2.187, -3.251, -0.265)  -0.04
C (1.713, -2.078, -0.816)  -0.28
S (2.480, -1.378, -2.265)  0.66
O (1.508, -0.557, -2.933)  -0.29
O (3.153, -2.414, -2.992)  -0.29
N (3.643, -0.407, -1.582)  -0.12
C (3.469, 1.027, -1.526)  -0.18
C (3.646, 1.575, -0.132)  -0.21
C (3.158, 0.881, 0.968)  -0.03
C (3.298, 1.397, 2.244)  -0.07
C (3.930, 2.615, 2.435)  -0.09
C (4.422, 3.311, 1.345)  -0.09
C (4.282, 2.793, 0.069)  -0.05
C (0.673, -1.388, -0.231)  -0.03
C (0.080, -1.869, 0.931)  -0.08
C (-1.019, -1.059, 1.559)  -0.44
O (-1.060, -0.789, 2.743)  0.07
N (-1.946, -0.653, 0.669)  0.12
C (-3.033, 0.242, 1.008)  -0.31
C (-4.333, -0.220, 0.349)  -0.14
C (-4.305, -0.034, -1.167)  -0.17
C (-4.002, 1.417, -1.544)  -0.39
C (-3.970, 1.588, -3.060)  -0.07
C (-2.673, 1.844, -0.921)  -0.17
C (-2.703, 1.682, 0.597)  -0.13
H (-1.055, -4.003, 2.532)  0.10
H (-0.201, -2.803, 3.487)  0.08
H (0.543, -4.388, 3.183)  0.08
H (1.966, -4.646, 1.336)  0.12
H (2.994, -3.771, -0.754)  0.12
H (4.579, -0.742, -1.729)  0.12
H (4.149, 1.537, -2.219)  0.13
H (2.446, 1.212, -1.871)  0.12
H (2.671, -0.070, 0.819)  0.09
H (2.908, 0.849, 3.088)  0.11
H (4.038, 3.019, 3.431)  0.10
H (4.918, 4.260, 1.487)  0.10
H (4.668, 3.341, -0.779)  0.11
H (0.352, -0.465, -0.690)  0.12
H (-1.833, -0.892, -0.303)  0.13
H (-3.125, 0.192, 2.098)  0.15
H (-5.155, 0.366, 0.766)  0.12
H (-4.512, -1.269, 0.594)  0.12
H (-5.272, -0.327, -1.582)  0.12
H (-3.552, -0.687, -1.616)  0.11
H (-4.796, 2.053, -1.136)  0.14
H (-4.919, 1.288, -3.500)  0.08
H (-3.784, 2.627, -3.323)  0.08
H (-3.181, 0.979, -3.497)  0.08
H (-2.471, 2.888, -1.168)  0.12
H (-1.864, 1.247, -1.348)  0.11
H (-3.463, 2.343, 1.017)  0.12
H (-1.739, 1.963, 1.026)  0.12

Atoms 1-3, force components in eV/Å:
-0.02 0.03 0.18
0.00 0.11 -0.05
-0.04 0.13 -0.05

=====

Entry 4:
ORCA calculation (wB97M-V/def2-TZVPD) on C2H4N4 in the gas phase at a distorted geometry.

E_HOMO: -9.67 eV
Spin multiplicity: 1

Last column: Löwdin charge in e.
Element x y z (Å)
C (-1.475, -0.039, 0.218)  -0.11
N (-0.062, -0.234, 0.001)  -0.05
C (0.783, 0.704, -0.102)  -0.25
N (2.137, 0.428, -0.313)  0.00
N (2.171, -0.867, -0.352)  -0.17
N (1.423, -1.742, -0.263)  0.22
H (-1.765, -0.490, 1.171)  0.08
H (-2.036, -0.542, -0.575)  0.08
H (-1.757, 1.022, 0.230)  0.08
H (0.562, 1.769, -0.044)  0.13

Atoms 1-3, force components in eV/Å:
-0.17 0.03 0.03
0.35 0.30 -0.04
-0.32 -0.18 0.04

=====

Entry 5:
ORCA calculation (wB97M-V/def2-TZVPD) on a molecular structure, C23H19N5O2SY at a distorted geometry.

E_HOMO: -10.62 eV
Spin multiplicity: 1
Charge: +1

Last column: Löwdin charge in e.
Element x y z (Å)
Y (-0.519, -0.194, -0.006)  1.40
O (0.106, -1.026, -1.658)  -0.24
C (-0.366, -2.174, -2.118)  -0.32
C (-0.566, -2.325, -3.504)  -0.02
C (-1.025, -3.503, -4.049)  -0.06
C (-1.291, -4.599, -3.230)  -0.08
C (-1.069, -4.506, -1.876)  -0.03
C (-0.625, -3.312, -1.286)  -0.15
C (-0.330, -3.277, 0.116)  -0.02
N (-0.281, -2.158, 0.768)  -0.16
N (0.233, -2.133, 2.027)  0.08
C (0.779, -0.985, 2.352)  -0.43
O (0.889, 0.004, 1.511)  -0.22
C (1.248, -0.846, 3.739)  -0.15
C (1.562, 0.417, 4.239)  -0.02
C (1.870, 0.574, 5.577)  -0.07
C (1.886, -0.528, 6.418)  -0.07
C (1.627, -1.794, 5.914)  -0.07
C (1.310, -1.958, 4.580)  -0.02
H (-0.316, -1.490, -4.143)  0.12
H (-1.173, -3.572, -5.118)  0.11
H (-1.655, -5.517, -3.660)  0.11
H (-1.259, -5.355, -1.237)  0.12
H (-0.067, -4.201, 0.632)  0.15
H (1.543, 1.265, 3.569)  0.09
H (2.098, 1.554, 5.971)  0.10
H (2.100, -0.407, 7.469)  0.11
H (1.677, -2.655, 6.565)  0.11
H (1.103, -2.933, 4.169)  0.11
C (1.233, 4.021, 1.578)  -0.01
N (0.996, 3.604, 0.223)  -0.11
C (1.746, 3.915, -0.880)  0.00
C (1.177, 3.326, -1.954)  -0.01
N (0.063, 2.630, -1.510)  0.01
C (-0.022, 2.802, -0.143)  -0.69
S (-1.215, 2.253, 0.922)  0.71
C (-0.917, 2.032, -2.320)  -0.25
C (-1.125, 2.482, -3.623)  0.03
C (-2.155, 1.919, -4.354)  -0.02
C (-2.959, 0.951, -3.765)  -0.02
C (-2.674, 0.562, -2.469)  -0.10
N (-1.662, 1.069, -1.759)  -0.02
H (2.164, 4.579, 1.625)  0.11
H (1.285, 3.145, 2.226)  0.08
H (0.408, 4.644, 1.925)  0.10
H (2.625, 4.521, -0.809)  0.14
H (1.487, 3.311, -2.979)  0.13
H (-0.522, 3.272, -4.043)  0.12
H (-2.347, 2.255, -5.360)  0.12
H (-3.788, 0.519, -4.302)  0.12
H (-3.287, -0.178, -1.961)  0.13

Atoms 1-3, force components in eV/Å:
-1.76 3.18 0.81
1.07 -1.30 -2.16
-0.02 -1.01 -0.73

=====

Entry 6:
ORCA calculation (wB97M-V/def2-TZVPD) on C21H25ClFN3O in the gas phase.

E_HOMO: -8.01 eV
Spin multiplicity: 1
SMILES: Cc1cc(C)cc(NC(=O)N2CCCN(Cc3c(F)cccc3Cl)CC2)c1

Last column: Löwdin charge in e.
Element x y z (Å)
C (6.182, 2.017, 0.622)  -0.05
C (5.364, 0.804, 0.945)  -0.27
C (5.927, -0.245, 1.660)  -0.03
C (5.190, -1.382, 1.960)  -0.28
C (5.806, -2.498, 2.751)  -0.05
C (3.874, -1.459, 1.536)  0.00
C (3.292, -0.415, 0.818)  -0.21
N (1.962, -0.575, 0.423)  0.15
C (1.153, 0.315, -0.242)  -0.49
O (1.487, 1.452, -0.519)  0.06
N (-0.077, -0.176, -0.609)  -0.05
C (-0.600, -1.475, -0.251)  -0.16
C (-1.161, -1.495, 1.181)  -0.14
C (-2.639, -1.081, 1.231)  -0.20
N (-2.994, -0.182, 0.153)  -0.21
C (-4.416, 0.102, 0.099)  -0.16
C (-4.782, 0.599, -1.274)  -0.17
C (-5.274, 1.880, -1.491)  -0.23
F (-5.455, 2.694, -0.429)  0.07
C (-5.589, 2.367, -2.746)  -0.01
C (-5.404, 1.546, -3.843)  -0.07
C (-4.918, 0.261, -3.677)  -0.11
C (-4.615, -0.198, -2.405)  -0.60
Cl (-4.026, -1.805, -2.224)  0.75
C (-2.153, 0.999, 0.039)  -0.13
C (-1.073, 0.785, -1.030)  -0.11
C (4.046, 0.715, 0.525)  0.02
H (5.564, 2.792, 0.177)  0.08
H (6.975, 1.760, -0.081)  0.08
H (6.651, 2.413, 1.522)  0.08
H (6.955, -0.176, 1.987)  0.12
H (5.818, -2.242, 3.811)  0.08
H (6.834, -2.669, 2.438)  0.08
H (5.243, -3.420, 2.630)  0.07
H (3.289, -2.341, 1.764)  0.11
H (1.566, -1.462, 0.689)  0.11
H (0.171, -2.238, -0.385)  0.12
H (-1.406, -1.701, -0.952)  0.10
H (-1.071, -2.497, 1.605)  0.11
H (-0.562, -0.821, 1.797)  0.11
H (-3.260, -1.974, 1.110)  0.12
H (-2.860, -0.649, 2.224)  0.12
H (-4.732, 0.836, 0.858)  0.13
H (-4.955, -0.832, 0.286)  0.12
H (-5.966, 3.372, -2.846)  0.12
H (-5.640, 1.907, -4.832)  0.11
H (-4.775, -0.387, -4.526)  0.10
H (-2.761, 1.854, -0.264)  0.12
H (-1.678, 1.253, 0.995)  0.14
H (-1.547, 0.431, -1.951)  0.13
H (-0.551, 1.723, -1.228)  0.12
H (3.593, 1.520, -0.029)  0.10

Atoms 1-3, force components in eV/Å:
0.00 -0.02 -0.02
0.00 -0.19 0.11
-0.06 0.01 -0.02

=====

Entry 7:
ORCA calculation (wB97M-V/def2-TZVPD) on a molecular structure, C11H10BrNSeY at a distorted geometry.

E_HOMO: -2.84 eV
Spin multiplicity: 1
Charge: -1

Last column: Löwdin charge in e.
Element x y z (Å)
C (-1.383, -1.051, -1.479)  -0.14
C (-2.016, -2.174, -0.865)  -0.24
C (-2.895, -1.669, 0.157)  -0.31
H (-1.925, -3.215, -1.180)  0.10
C (-2.692, -0.258, 0.233)  -0.26
C (-1.823, 0.117, -0.825)  -0.14
H (-1.703, 1.115, -1.231)  0.11
H (-0.821, -1.096, -2.411)  0.11
H (-3.623, -2.270, 0.737)  0.11
H (-3.301, 0.427, 0.838)  0.11
Y (-0.786, -1.462, 1.296)  1.18
Br (0.984, -3.338, 0.873)  -0.11
C (2.787, 1.753, 0.109)  -0.23
C (1.751, 2.392, -0.633)  -0.23
C (1.529, 1.621, -1.820)  -0.25
H (1.362, 3.394, -0.430)  0.05
C (2.322, 0.447, -1.739)  -0.24
C (3.111, 0.540, -0.547)  -0.23
H (3.836, -0.208, -0.224)  0.05
H (3.270, 2.139, 1.010)  0.05
H (0.900, 1.938, -2.645)  0.05
H (2.328, -0.363, -2.483)  0.05
Se (-0.218, 1.098, 5.819)  0.50
C (-0.394, 0.310, 4.256)  -0.97
N (-0.600, -0.187, 3.185)  -0.14

Atoms 1-3, force components in eV/Å:
-0.55 -0.77 0.31
-0.71 0.50 -0.08
-0.25 -0.70 -0.28